(1)
Molecular formula: C29H46GdP2S
Method: DFT, ωB97M-V with the def2-TZVPD basis set

The spin multiplicity is 8. As for the HOMO energy (spin up / spin down): -9.5 / -9.5 eV. The calculation puts the molecular weight at 645.95 g mol⁻¹. The relative energy (zero: lowest compared OMol25 entry of this formula, charge and spin) comes out at 0.00 kcal per mole. The electronic energy comes out at -2978.7662 Ha. For the gap between HOMO and LUMO (spin up / spin down), the calculation gives 6.623 / 5.416 eV. As for the total charge: +1. The value obtained for the LUMO energy (spin up / spin down) is -2.90 / -4.09 eV.

CARTESIAN COORDINATES (ANGSTROEM)
Gd 0.32435 -0.16586 0.03992
C -0.68231 -2.13403 1.92081
C 0.60581 -2.46057 1.36229
C 0.91694 -1.00192 3.13743
C -0.47513 -1.24679 3.01618
C 1.58379 -1.69300 2.08939
C -1.94829 -2.87955 1.71681
H -2.06070 -3.25201 0.69413
H -2.81998 -2.24334 1.92130
H -1.99660 -3.75926 2.37922
C -1.51044 -0.79914 3.96883
H -2.47413 -1.29158 3.77996
H -1.68026 0.28449 3.90160
H -1.20717 -1.01477 5.00536
C 1.58043 -0.29093 4.24876
H 0.96582 -0.30817 5.15773
H 1.78932 0.75860 3.99393
H 2.54795 -0.75633 4.48798
C 3.05447 -1.85056 1.98905
H 3.40284 -2.71734 2.57859
H 3.57461 -0.95798 2.36505
H 3.37966 -2.00789 0.95271
C 0.93939 -3.59649 0.46254
H 1.44590 -4.39036 1.04565
H 1.63079 -3.28735 -0.34685
H 0.03887 -4.03406 0.00427
C -1.37979 1.20100 -3.06247
C -2.04598 -0.02914 -3.68907
C -1.21034 -1.04337 -4.52673
C 0.29486 -1.07017 -4.26982
C 0.89488 -0.84165 -2.86266
C 1.88971 0.33556 -2.90779
C 1.23925 1.65363 -3.43015
C -0.22374 1.78608 -3.89417
H -1.33719 -0.81410 -5.60346
H 0.72495 -0.32683 -4.95328
H -1.61627 -2.06742 -4.42293
H -0.32845 1.48977 -4.94554
H -2.14631 1.98871 -2.92021
H -2.99147 0.19986 -4.23187
H -0.42173 2.86369 -3.84237
H 1.43976 2.40905 -2.65775
H 2.76102 0.13928 -3.55051
H 1.82996 1.92080 -4.31185
H 0.68815 -2.04998 -4.60827
H 1.35840 -1.76969 -2.44622
P -2.37311 -0.68939 -2.05465
C -3.81531 0.19624 -1.44648
C -1.75291 -2.40221 -1.87316
P 2.72825 0.51826 -1.24359
C -1.04481 0.56614 -1.73018
C 4.03780 -0.69639 -1.29350
C 3.53387 2.12602 -1.07925
H -3.59461 0.66031 -0.47030
H -4.66067 -0.48914 -1.36035
H -4.11542 0.99011 -2.14833
H -0.73055 -2.60260 -2.24791
H -2.39733 -3.07742 -2.44501
H -1.74752 -2.73623 -0.81913
H 3.25064 2.86819 -1.83803
H 4.61574 1.94788 -1.08935
H 3.21396 2.51359 -0.09614
H -1.09553 1.27803 -0.82975
H -0.03192 0.02756 -2.07936
H 4.66143 -0.52069 -0.40904
H 4.62095 -0.55658 -2.21176
H 3.62682 -1.71080 -1.26116
S 0.03470 2.05386 1.51649
C -0.75156 2.91262 2.78400
C -0.67149 2.51098 4.14347
C -1.44649 3.12651 5.13809
C -2.25635 4.22908 4.81137
C -2.22324 4.73636 3.49748
C -1.46471 4.10187 2.51813
H 0.01071 1.70300 4.39436
H -1.41099 2.73027 6.16070
H -2.90080 4.68414 5.57447
H -2.80309 5.63369 3.24717
H -1.39206 4.48780 1.50522

Cartesian forces (eV/Å) of the 2 atoms listed first:
Gd 0.8 -1.3 3.5
C 0.6 0.6 0.5

(2)
Molecular formula: C45H90O15
Method: DFT, ωB97M-V with the def2-TZVPD basis set

The spin multiplicity is 1. As for the HOMO energy: -9.3 eV. The calculation puts the molecular weight at 871.20 g mol⁻¹. The relative energy (zero: lowest compared OMol25 entry of this formula, charge and spin) comes out at 47.91 kcal per mole. The electronic energy comes out at -2897.0904 Ha. For the gap between HOMO and LUMO, the calculation gives 9.672 eV. The value obtained for the LUMO energy is 0.36 eV.

CARTESIAN COORDINATES (ANGSTROEM)
C -5.13750 0.72562 1.39185
C -5.93984 -0.53234 1.67241
O -7.01681 -0.63037 1.11234
C -5.48525 -1.62133 2.58284
H -4.31099 0.50180 0.68879
H -4.61581 1.16765 2.28677
H -5.83687 1.41441 0.95508
H -5.86702 -1.31973 3.56417
H -4.42034 -1.55723 2.55214
H -5.86588 -2.59264 2.25146
C 0.65632 -2.99307 5.17506
C 1.95926 -2.24864 5.38813
O 1.91793 -1.05647 5.52900
C 3.30863 -2.95281 5.31921
H -0.06645 -2.19415 5.37549
H 0.66113 -3.83162 5.88604
H 0.59121 -3.45577 4.18135
H 3.33689 -4.01010 5.68138
H 4.06137 -2.37348 5.87816
H 3.59627 -3.06911 4.29563
C -0.59170 0.70276 7.41023
C -0.78247 2.02941 8.09901
O -0.40574 2.19989 9.23372
C -1.36441 3.19225 7.36465
H -0.12562 -0.10534 8.07527
H 0.06088 0.85127 6.57417
H -1.59499 0.35301 7.09751
H -1.47347 4.03327 8.01216
H -2.41835 2.90834 7.06266
H -0.89742 3.51350 6.39661
C 4.58542 -0.07878 3.22721
C 4.15448 0.66474 1.92831
O 3.37208 1.56052 2.01079
C 4.79574 0.38618 0.58131
H 3.99843 0.36636 3.97090
H 5.66434 0.00600 3.40968
H 4.37227 -1.14297 3.03328
H 4.23188 -0.33876 0.09200
H 5.85610 0.07940 0.71085
H 4.72681 1.30033 0.04772
C 2.36458 6.77575 2.84354
C 1.17948 5.83582 2.88590
O 0.28200 5.95241 2.08251
C 1.23086 4.74361 3.89012
H 2.14837 7.32704 1.95217
H 3.29138 6.11363 2.95961
H 2.39717 7.27378 3.79190
H 2.21193 4.25821 4.04758
H 0.59721 3.87631 3.63497
H 0.91477 5.06928 4.88829
C -2.31474 0.09278 -2.45486
C -3.39819 -0.63594 -3.21520
O -3.11602 -1.70954 -3.76384
C -4.84922 -0.17251 -3.17865
H -1.38344 -0.34207 -2.86549
H -2.39828 -0.11201 -1.43518
H -2.40375 1.17692 -2.53694
H -5.16257 -0.64033 -2.18392
H -5.43527 -0.76406 -3.95536
H -4.98002 0.85289 -3.07890
C 3.08672 4.19959 -0.09675
C 4.09158 4.09099 -1.17628
O 5.10330 3.42238 -1.07273
C 3.71232 4.73570 -2.48964
H 2.32277 4.93541 -0.37887
H 3.51967 4.69679 0.80188
H 2.77826 3.19881 0.18614
H 2.74826 4.42467 -2.82750
H 4.47431 4.51577 -3.18379
H 3.82379 5.83205 -2.42392
C 3.50657 1.22508 -3.45248
C 1.97691 1.11840 -3.50368
O 1.20217 1.75399 -2.84157
C 1.50416 -0.03039 -4.27564
H 3.79961 0.28568 -3.02973
H 3.93824 1.94204 -2.77322
H 4.01187 1.16969 -4.41560
H 1.97539 -0.89691 -3.77339
H 1.88381 -0.04056 -5.25356
H 0.45593 -0.13004 -4.30605
C 1.11971 2.97015 -7.00348
C -0.05676 2.24098 -6.44850
O -0.21980 1.07567 -6.82061
C -1.01502 2.80509 -5.44647
H 1.19916 2.71861 -8.01940
H 1.99589 2.53000 -6.49918
H 1.23621 4.03700 -6.85988
H -2.05376 2.50909 -5.60609
H -1.03081 3.93683 -5.36160
H -0.66435 2.51723 -4.44866
C -1.38936 -5.34561 0.74039
C -0.25656 -4.47784 1.18507
O 0.43858 -4.89538 2.09346
C -0.16479 -3.14039 0.57550
H -1.88588 -5.81319 1.63842
H -1.03479 -6.19291 0.13888
H -2.08338 -4.81523 0.13197
H 0.10790 -3.17042 -0.53382
H 0.42410 -2.56681 1.21090
H -1.13020 -2.72308 0.59999
C -1.15050 4.49044 -1.77202
C -2.42091 3.73893 -1.81087
O -2.96635 3.48053 -2.84186
C -3.03689 3.38454 -0.47008
H -1.06125 5.00764 -0.82385
H -1.14935 5.23631 -2.54256
H -0.30506 3.76478 -1.89779
H -3.34848 4.30072 0.03918
H -2.34226 2.84538 0.23225
H -3.88184 2.75231 -0.58800
C -6.03975 -3.23347 -1.33366
C -4.55996 -3.41353 -1.35300
O -3.82191 -2.85162 -0.50679
C -4.14157 -4.32903 -2.43187
H -6.50516 -4.17008 -1.59333
H -6.35994 -2.56900 -2.21669
H -6.32124 -2.81179 -0.47845
H -4.69748 -5.24407 -2.21786
H -3.10181 -4.60985 -2.26798
H -4.18834 -4.06446 -3.46294
C -0.17193 -2.97983 -3.82015
C -0.57914 -4.39966 -3.69443
O -0.83630 -4.88539 -2.61197
C -0.60280 -5.23341 -4.98164
H 0.71639 -2.89461 -4.45809
H -0.02558 -2.53683 -2.83800
H -1.01236 -2.45424 -4.22605
H 0.23931 -5.02817 -5.66196
H -1.53715 -4.92532 -5.49843
H -0.62970 -6.27881 -4.73859
C 5.04785 -4.81623 -0.51461
C 3.89435 -3.89110 -0.98205
O 3.71144 -2.77174 -0.64529
C 2.89557 -4.55815 -1.97953
H 4.60839 -5.76052 -0.11600
H 5.59780 -4.34143 0.26171
H 5.71199 -5.19373 -1.36684
H 2.02467 -3.91898 -1.86120
H 2.61609 -5.58350 -1.75159
H 3.30216 -4.39835 -2.96119
C 0.07819 0.78291 0.64840
C -0.53639 0.87627 1.99557
O -1.60153 1.39517 2.20671
C 0.18660 0.22595 3.17368
H 0.00706 -0.21688 0.14910
H 1.20947 0.84958 0.77326
H -0.10795 1.69265 0.03487
H 1.17179 0.58187 3.33476
H 0.15628 -0.84878 2.96448
H -0.45299 0.33360 4.10914

Cartesian forces (eV/Å) of the 2 atoms listed first:
C 1.3 -0.3 1.0
C -1.2 0.3 -1.0

(3)
Molecular formula: C37H30BN3O8Pd
Method: DFT, ωB97M-V with the def2-TZVPD basis set

The spin multiplicity is 1. As for the HOMO energy: -1.9 eV. The calculation puts the molecular weight at 761.89 g mol⁻¹. The relative energy (zero: lowest compared OMol25 entry of this formula, charge and spin) comes out at 12.64 kcal per mole. The electronic energy comes out at -2347.1539 Ha. For the gap between HOMO and LUMO, the calculation gives 6.304 eV. As for the total charge: -2. The value obtained for the LUMO energy is 4.40 eV.

CARTESIAN COORDINATES (ANGSTROEM)
Pd 0.10355 0.38176 -0.37038
C -1.72441 1.67785 -3.07892
C -1.67810 3.16375 -2.88278
C -2.15908 4.00897 -3.87266
C -2.07271 5.38892 -3.75622
C -1.45626 5.91848 -2.63566
C -0.96105 5.10734 -1.62008
C -0.22036 5.74631 -0.48089
C -1.11031 3.70225 -1.70694
N -0.58182 2.84871 -0.74333
C -0.83637 3.08452 0.53438
O -1.73557 3.77461 1.05233
C 0.16860 2.46455 1.50116
C 0.23808 2.97754 2.78695
C 1.23149 2.52979 3.64149
C 2.13705 1.59330 3.18024
C 1.98063 1.08664 1.89776
N 1.01016 1.50035 1.08305
C 3.02000 0.10397 1.41248
O 4.16053 0.23884 1.86259
N 2.65501 -0.83644 0.53033
C 3.72905 -1.66666 0.06088
C 4.34736 -1.31279 -1.14037
C 3.89198 -0.08633 -1.87720
C 5.36062 -2.12091 -1.63461
C 5.75293 -3.26367 -0.94909
C 5.12631 -3.59927 0.23711
C 4.10470 -2.80782 0.76094
C 3.42366 -3.21935 2.03797
H -2.02877 1.42435 -4.09510
H -2.39843 1.18319 -2.37931
H -0.73916 1.24855 -2.88359
H -2.60341 3.56518 -4.75812
H -2.45405 6.03672 -4.53748
H -1.33386 6.99395 -2.54252
H 0.10842 6.75045 -0.75919
H 0.66070 5.15509 -0.21605
H -0.84012 5.80261 0.41556
H -0.49638 3.71861 3.06621
H 1.30893 2.91738 4.65035
H 2.96287 1.23718 3.77785
H 4.00380 0.80727 -1.26025
H 2.83477 -0.17017 -2.13455
H 4.46994 0.04821 -2.79316
H 5.83943 -1.85491 -2.57089
H 6.54235 -3.89268 -1.34480
H 5.42317 -4.49344 0.77565
H 2.70720 -4.02175 1.84370
H 2.86809 -2.39776 2.48196
H 4.15958 -3.58238 2.75843
O -2.82957 -2.43003 -1.71404
C -2.32393 -1.48130 -1.10346
O -1.20854 -0.94299 -1.39015
C -3.14425 -0.91970 0.05962
C -3.01367 0.38767 0.50916
C -3.79479 0.90627 1.54779
C -4.70137 0.04636 2.11119
O -5.56477 0.26558 3.17725
C -6.45838 -0.83207 3.11488
O -5.80242 -1.89548 2.45219
C -4.84387 -1.25514 1.66992
C -4.09506 -1.76886 0.64657
H -2.30340 1.04188 0.02522
H -3.68329 1.93237 1.87363
H -7.35511 -0.54078 2.54634
H -6.72176 -1.14144 4.12596
H -4.19999 -2.77858 0.27570
O 1.34740 -2.10678 -1.09686
B 1.20336 -1.26544 0.11156
O 0.57304 -2.12492 1.12607
C 0.30023 -3.30015 0.51494
C -0.31896 -4.40367 1.04866
C -0.47430 -5.52872 0.22348
C -0.01468 -5.51559 -1.08241
C 0.61580 -4.38451 -1.61761
C 0.76671 -3.28251 -0.80787
H -0.68339 -4.38781 2.06842
H -0.97209 -6.40985 0.61096
H -0.15890 -6.38831 -1.70857
H 0.95925 -4.35637 -2.64373

Cartesian forces (eV/Å) of the 2 atoms listed first:
Pd -0.1 -0.2 -0.2
C 0.1 0.0 0.1